<1>
ORCA calculation (ωB97M-V/def2-TZVPD) on a 3-piece molecular cluster, C3H14N2O2S overall.

The HOMO energy comes out at -8.735 eV. Its SMILES is NC[C@H](N)CS.O.O.

Geometry as ORCA input:
```
! wB97M-V def2-TZVPD RIJCOSX def2/J DEFGRID3
* xyz 0 1
N 2.068 -2.258 -0.033
C 1.478 -1.852 1.221
C 1.964 -0.403 1.678
N 1.892 -0.276 3.133
C 0.726 0.578 1.303
S 1.305 2.306 1.277
H 3.080 -2.239 -0.111
H 1.710 -1.742 -0.768
H 1.620 -2.678 2.070
H 0.407 -1.860 1.084
H 2.901 -0.071 1.130
H 2.426 -0.953 3.554
H 1.041 -0.199 3.517
H -0.161 0.407 1.841
H 0.394 0.454 0.215
H 0.945 2.716 2.521
O -2.989 3.029 -5.708
H -3.548 2.253 -5.885
H -2.384 2.740 -4.876
O -5.028 0.416 -2.290
H -4.217 -0.115 -2.310
H -5.629 -0.253 -2.562
*
```

Here is what Löwdin gives for the atomic charges, in e: number 1, N, carries -0.0125; number 2, C, carries -0.2672; number 3, C, carries -0.3881; number 4, N, carries 0.0360; number 5, C, carries -0.5489; number 6, S, carries 0.6761; number 7, H, carries 0.0730; number 8, H, carries 0.0283; number 9, H, carries 0.1404; number 10, H, carries 0.0903; number 11, H, carries 0.1356; number 12, H, carries 0.0381; number 13, H, carries 0.0194; number 14, H, carries 0.0502; number 15, H, carries 0.0749; number 16, H, carries -0.1456; number 17, O, carries -0.1334; number 18, H, carries 0.0213; number 19, H, carries 0.1116; number 20, O, carries -0.0477; number 21, H, carries 0.0393; number 22, H, carries 0.0090



<2>
ORCA calculation (ωB97M-V/def2-TZVPD) on a 4-piece molecular cluster, C3H14N2O2S overall.

The HOMO energy comes out at -8.713 eV.

Geometry as ORCA input:
```
! wB97M-V def2-TZVPD RIJCOSX def2/J DEFGRID3
* xyz 0 1
N -0.310 0.897 0.759
C -0.744 -0.303 -0.136
C -1.977 0.251 -0.996
S -3.491 -0.029 -0.097
C 0.561 -0.702 -0.744
N 1.383 -1.389 0.356
H -1.056 1.672 1.021
H -2.288 -0.373 1.434
H 0.532 1.222 0.265
H -1.129 -1.107 0.493
H -1.935 -0.467 -1.917
H -1.908 1.247 -1.459
H 0.255 -1.389 -1.625
H 1.291 0.028 -1.106
H 1.096 -2.379 0.292
H 2.424 -1.313 -0.071
H 1.691 0.223 2.180
H 2.698 0.881 3.219
O 2.664 0.566 2.260
H 3.824 1.100 -2.282
H 4.631 0.582 -1.226
O 3.732 0.498 -1.537
*
```

Here is what Löwdin gives for the atomic charges, in e: number 1, N, carries -0.0283; number 2, C, carries -0.4909; number 3, C, carries -0.6474; number 4, S, carries 0.5831; number 5, C, carries -0.2704; number 6, N, carries -0.0136; number 7, H, carries 0.1133; number 8, H, carries 0.1532; number 9, H, carries 0.0500; number 10, H, carries 0.0549; number 11, H, carries 0.0813; number 12, H, carries 0.0622; number 13, H, carries 0.1308; number 14, H, carries 0.0856; number 15, H, carries 0.0632; number 16, H, carries 0.1203; number 17, H, carries 0.0376; number 18, H, carries 0.0523; number 19, O, carries -0.1670; number 20, H, carries 0.0405; number 21, H, carries 0.0366; number 22, O, carries -0.0474



Stability, descending: <1>, <2>



<1>
ORCA calculation (ωB97M-V/def2-TZVPD) on one molecule with the formula C10H8O.

The HOMO energy comes out at -8.219 eV. Its SMILES is c1ccc(-c2ccco2)cc1.

Geometry as ORCA input:
```
! wB97M-V def2-TZVPD RIJCOSX def2/J DEFGRID3
* xyz 0 1
C 3.083 -0.121 -0.070
C 2.362 1.120 -0.350
C 1.051 1.094 -0.248
C 0.344 -0.035 -0.014
C -1.128 0.024 0.005
C -2.029 1.008 0.479
C -3.306 0.392 0.160
C -3.169 -0.740 -0.352
O -1.784 -1.083 -0.411
C 1.044 -1.219 0.238
C 2.442 -1.275 0.215
H 4.213 -0.084 0.035
H 2.966 1.883 -0.342
H 0.489 2.153 -0.585
H -1.742 1.791 0.720
H -4.320 0.975 0.459
H -3.931 -1.489 -0.805
H 0.646 -2.196 0.549
H 2.770 -2.198 0.317
*
```

Here is what Löwdin gives for the atomic charges, in e: number 1, C, carries -0.0524; number 2, C, carries -0.0697; number 3, C, carries -0.0838; number 4, C, carries -0.1667; number 5, C, carries -0.2051; number 6, C, carries 0.0547; number 7, C, carries -0.1260; number 8, C, carries -0.1331; number 9, O, carries 0.0318; number 10, C, carries 0.0004; number 11, C, carries -0.0882; number 12, H, carries 0.1219; number 13, H, carries 0.0463; number 14, H, carries 0.1897; number 15, H, carries -0.0267; number 16, H, carries 0.1656; number 17, H, carries 0.1593; number 18, H, carries 0.1259; number 19, H, carries 0.0562



<2>
ORCA calculation (ωB97M-V/def2-TZVPD) on one molecule with the formula C10H8O.

The HOMO energy (spin up / spin down) comes out at -7.896 / -7.126 eV.

Geometry as ORCA input:
```
! wB97M-V def2-TZVPD RIJCOSX def2/J DEFGRID3
* xyz 0 1
C -1.726 -1.965 0.151
C -1.147 -1.990 -1.100
C -1.495 -0.933 1.038
C -0.270 -0.997 -1.449
C -0.609 0.171 0.692
C 0.090 -0.037 -0.527
C -1.234 1.302 1.173
C 1.810 1.375 0.195
C 2.185 1.851 1.338
C 1.213 0.900 -0.893
O 1.395 1.000 -2.238
H -2.363 -2.729 0.486
H -1.351 -2.831 -1.815
H -2.007 -0.771 1.929
H 0.254 -0.933 -2.392
H -1.601 1.522 2.126
H 1.638 2.722 1.804
H 2.877 1.300 2.003
H 2.340 1.043 -2.519
*
```

Here is what Löwdin gives for the atomic charges, in e: number 1, C, carries -0.0853; number 2, C, carries -0.0745; number 3, C, carries -0.0364; number 4, C, carries -0.0286; number 5, C, carries -0.2879; number 6, C, carries -0.1285; number 7, C, carries 0.2036; number 8, C, carries -0.0389; number 9, C, carries -0.0004; number 10, C, carries -0.2774; number 11, O, carries 0.0397; number 12, H, carries 0.0888; number 13, H, carries 0.1247; number 14, H, carries 0.0848; number 15, H, carries 0.1165; number 16, H, carries 0.0043; number 17, H, carries 0.0856; number 18, H, carries 0.0689; number 19, H, carries 0.1410



Stability, descending: <1>, <2>